Record 1
{
  "formula": "C24H24N2O3",
  "method": "ωB97M-V/def2-TZVPD",
  "total_charge": 0,
  "smiles": "CCOC(=O)[C@H]1CCCN(c2c(C(=O)c3ccccc3)cnc3ccccc23)C1",
  "e_above_lowest_kj_mol": 189.6,
  "orbital_gap_ev": 7.8,
  "symbols": ["C", "C", "O", "C", "O", "C", "C", "C", "C", "N", "C", "C", "C", "O", "C", "C", "C", "C", "C", "C", "C", "N", "C", "C", "C", "C", "C", "C", "C", "H", "H", "H", "H", "H", "H", "H", "H", "H", "H", "H", "H", "H", "H", "H", "H", "H", "H", "H", "H", "H", "H", "H", "H"],
  "xyz": [[-6.565, -1.249, 0.827], [-5.754, -0.194, 0.090], [-4.358, -0.315, 0.376], [-3.663, -1.208, -0.329], [-4.124, -1.901, -1.197], [-2.200, -1.182, 0.068], [-1.602, -2.592, 0.092], [-0.087, -2.538, 0.281], [0.536, -1.601, -0.753], [-0.048, -0.284, -0.613], [0.583, 0.789, -0.091], [1.971, 0.769, 0.188], [2.688, -0.366, 0.783], [2.199, -1.033, 1.685], [4.082, -0.602, 0.319], [4.993, -1.186, 1.196], [6.287, -1.446, 0.786], [6.676, -1.142, -0.509], [5.768, -0.582, -1.394], [4.476, -0.310, -0.985], [2.677, 1.983, 0.073], [2.144, 3.137, -0.196], [0.798, 3.224, -0.131], [0.226, 4.508, -0.167], [-1.109, 4.689, 0.074], [-1.903, 3.589, 0.410], [-1.382, 2.319, 0.393], [-0.041, 2.083, 0.036], [-1.440, -0.339, -0.977], [-7.623, -1.092, 0.639], [-6.380, -1.188, 1.896], [-6.289, -2.240, 0.476], [-6.024, 0.812, 0.418], [-5.901, -0.288, -0.991], [-2.108, -0.713, 1.051], [-2.057, -3.172, 0.896], [-1.845, -3.084, -0.853], [0.165, -2.168, 1.276], [0.338, -3.536, 0.174], [1.618, -1.564, -0.645], [0.310, -1.960, -1.764], [4.666, -1.420, 2.198], [6.993, -1.887, 1.474], [7.686, -1.347, -0.831], [6.070, -0.356, -2.406], [3.767, 0.120, -1.678], [3.752, 1.977, 0.202], [0.890, 5.341, -0.338], [-1.540, 5.678, 0.058], [-2.932, 3.739, 0.699], [-2.003, 1.510, 0.742], [-1.859, 0.659, -1.083], [-1.522, -0.845, -1.946]],
  "nbo_charge": [-0.634, -0.077, -0.509, 0.809, -0.604, -0.322, -0.396, -0.414, -0.206, -0.372, 0.332, -0.334, 0.556, -0.576, -0.184, -0.152, -0.216, -0.188, -0.238, -0.125, 0.110, -0.472, 0.162, -0.207, -0.184, -0.239, -0.205, -0.092, -0.204, 0.218, 0.211, 0.223, 0.190, 0.199, 0.226, 0.218, 0.216, 0.236, 0.218, 0.225, 0.197, 0.232, 0.216, 0.215, 0.216, 0.214, 0.200, 0.228, 0.213, 0.214, 0.212, 0.236, 0.210]
}

---

Record 2
{
  "formula": "C23H23CrN2O3",
  "method": "ωB97M-V/def2-TZVPD",
  "total_charge": 2,
  "spin_multiplicity": 4,
  "orbital_gap_ev": [7.3, 5.4],
  "symbols": ["O", "C", "Cr", "C", "O", "C", "O", "C", "C", "C", "C", "C", "C", "C", "C", "C", "C", "C", "C", "C", "C", "C", "H", "H", "H", "H", "H", "H", "H", "H", "H", "H", "H", "N", "C", "C", "C", "C", "C", "N", "H", "H", "H", "H", "H", "H", "H", "H", "H", "H", "H", "H"],
  "xyz": [[-4.063, 4.169, -3.853], [-3.570, 4.065, -2.802], [-3.015, 3.698, -1.016], [-3.551, 1.938, -1.399], [-3.992, 0.908, -1.722], [-4.858, 4.009, -0.627], [-6.018, 4.102, -0.558], [-2.033, 5.535, -0.400], [-1.248, 4.874, -1.357], [-0.912, 3.524, -1.177], [-1.234, 2.830, 0.019], [-0.895, 1.431, 0.180], [-0.624, 0.227, 0.170], [-0.369, -1.117, 0.175], [-0.428, -1.873, -1.055], [-0.633, -3.282, -1.097], [-0.522, -3.994, -2.291], [-0.310, -3.316, -3.500], [-0.241, -1.915, -3.503], [-0.317, -1.203, -2.307], [-2.143, 3.478, 0.894], [-2.482, 4.831, 0.727], [-2.318, 6.579, -0.548], [-0.933, 5.392, -2.267], [-0.366, 2.985, -1.957], [-0.315, -1.686, 1.100], [-0.928, -3.807, -0.184], [-0.612, -5.083, -2.283], [-0.216, -3.875, -4.433], [-0.127, -1.373, -4.442], [-0.297, -0.113, -2.301], [-2.562, 2.905, 1.726], [-3.139, 5.315, 1.452], [0.715, -3.511, 1.877], [2.108, -3.627, 2.275], [2.901, -2.493, 1.638], [4.322, -2.354, 2.225], [4.537, -0.836, 2.400], [3.120, -0.225, 2.398], [2.275, -1.218, 1.791], [0.639, -3.704, 0.879], [0.137, -4.186, 2.371], [2.154, -3.534, 3.370], [2.563, -4.586, 1.972], [2.989, -2.736, 0.563], [4.360, -2.841, 3.209], [5.074, -2.824, 1.583], [5.082, -0.612, 3.320], [5.106, -0.442, 1.551], [2.819, 0.011, 3.437], [3.089, 0.719, 1.836], [1.281, -1.158, 1.943]],
  "nbo_charge": [-0.376, 0.743, -0.678, 0.749, -0.416, 0.743, -0.373, -0.187, -0.138, -0.225, 0.013, -0.092, 0.126, -0.288, -0.105, -0.143, -0.222, -0.153, -0.204, -0.169, -0.222, -0.148, 0.281, 0.278, 0.273, 0.244, 0.202, 0.240, 0.241, 0.236, 0.210, 0.277, 0.280, -0.871, -0.211, -0.127, -0.406, -0.417, -0.296, -0.113, 0.373, 0.398, 0.214, 0.222, 0.278, 0.233, 0.256, 0.255, 0.235, 0.273, 0.272, 0.438]
}

---

Record 3
{
  "formula": "C36H42AlAsPS2",
  "method": "ωB97M-V/def2-TZVPD",
  "total_charge": 1,
  "orbital_gap_ev": 7.7,
  "symbols": ["Al", "C", "C", "S", "C", "C", "S", "H", "H", "H", "H", "H", "H", "C", "C", "C", "C", "P", "C", "C", "C", "C", "C", "C", "C", "C", "C", "C", "H", "H", "H", "H", "H", "H", "H", "H", "H", "H", "H", "H", "H", "H", "H", "H", "H", "H", "H", "H", "H", "H", "H", "C", "C", "C", "C", "C", "C", "As", "C", "C", "C", "C", "C", "C", "C", "C", "C", "C", "C", "C", "H", "H", "H", "H", "H", "H", "H", "H", "H", "H", "H", "H", "H"],
  "xyz": [[-0.216, 1.116, -0.516], [-4.356, 1.955, -1.430], [-2.899, 2.030, -1.037], [-1.883, 0.857, -1.933], [-2.445, 2.912, -0.140], [-3.327, 3.939, 0.517], [-0.742, 3.048, 0.395], [-4.539, 1.076, -2.044], [-4.644, 2.837, -2.007], [-4.996, 1.893, -0.549], [-4.376, 3.649, 0.497], [-3.226, 4.899, 0.002], [-3.022, 4.096, 1.551], [1.904, 3.021, -2.711], [2.864, 2.548, -1.606], [4.274, 2.394, -2.170], [2.853, 3.551, -0.449], [2.165, 0.915, -1.013], [2.397, -0.239, -2.401], [1.308, -0.416, -3.259], [1.399, -1.250, -4.362], [2.583, -1.922, -4.620], [3.674, -1.749, -3.779], [3.586, -0.913, -2.679], [3.023, 0.236, 0.515], [4.540, 0.402, 0.546], [2.420, 0.950, 1.738], [2.668, -1.258, 0.555], [2.170, 4.036, -3.011], [0.869, 3.049, -2.358], [1.959, 2.384, -3.594], [4.572, 3.336, -2.633], [4.321, 1.622, -2.938], [5.000, 2.163, -1.391], [3.155, 4.530, -0.825], [3.555, 3.269, 0.337], [1.856, 3.654, -0.018], [0.387, 0.123, -3.083], [0.545, -1.372, -5.016], [2.658, -2.576, -5.479], [4.601, -2.266, -3.985], [4.450, -0.789, -2.039], [4.838, 1.450, 0.584], [5.029, -0.068, -0.305], [4.918, -0.081, 1.450], [2.813, 1.960, 1.847], [2.659, 0.392, 2.646], [1.331, 1.025, 1.687], [3.148, -1.806, -0.255], [1.590, -1.411, 0.471], [2.997, -1.687, 1.503], [0.515, -2.980, 4.960], [0.717, -3.536, 3.705], [0.269, -2.874, 2.572], [-0.388, -1.656, 2.698], [-0.585, -1.094, 3.953], [-0.133, -1.760, 5.084], [-1.067, -0.747, 1.112], [-2.853, -0.267, 1.650], [-3.247, 0.808, 2.426], [-4.594, 0.982, 2.711], [-5.528, 0.083, 2.211], [-5.132, -0.987, 1.423], [-3.786, -1.173, 1.131], [-3.224, -2.248, 0.290], [-3.946, -3.259, -0.332], [-3.291, -4.198, -1.115], [-1.917, -4.135, -1.297], [-1.182, -3.131, -0.683], [-1.835, -2.207, 0.115], [0.857, -3.500, 5.844], [1.214, -4.492, 3.605], [0.416, -3.319, 1.595], [-1.101, -0.147, 4.054], [-0.298, -1.325, 6.061], [-2.516, 1.520, 2.794], [-4.916, 1.816, 3.321], [-6.578, 0.223, 2.431], [-5.875, -1.676, 1.042], [-5.020, -3.316, -0.210], [-3.860, -4.985, -1.594], [-1.416, -4.867, -1.917], [-0.111, -3.069, -0.844]],
  "lowdin_charge": [-0.260, -0.108, -0.691, 0.720, -0.712, -0.114, 0.709, 0.060, 0.092, 0.073, 0.071, 0.091, 0.066, -0.078, -0.663, -0.064, -0.077, 1.108, -0.344, -0.105, -0.051, -0.056, -0.056, -0.094, -0.653, -0.067, -0.085, -0.085, 0.101, 0.055, 0.088, 0.101, 0.077, 0.070, 0.102, 0.069, 0.032, 0.029, 0.117, 0.114, 0.115, 0.094, 0.072, 0.070, 0.102, 0.079, 0.101, 0.018, 0.079, 0.028, 0.100, -0.069, -0.068, -0.114, -0.347, -0.095, -0.068, 1.345, -0.296, -0.096, -0.065, -0.058, -0.008, -0.179, -0.182, -0.005, -0.056, -0.067, -0.095, -0.314, 0.110, 0.111, 0.093, 0.097, 0.111, 0.105, 0.112, 0.112, 0.113, 0.113, 0.112, 0.109, 0.102]
}

---

| no. | F_max (eV/A) |
| --- | --- |
| 1 | 0.8 |
| 2 | 5.1 |
| 3 | 0.5 |